1.
35
Properties=species:S:1:pos:R:3:nbo_charge:R:1 method="wB97M-V/def2-TZVPD" charge=+2 orbital_gap_ha="0.2189 / 0.2692" spin_multiplicity=2 homo_energy_ha="-0.6095 / -0.6143"
Mo -0.455 -0.154 -0.390 1.725
N -1.136 -2.210 0.158 -0.783
C -0.778 -2.500 1.568 -0.344
C -0.926 -1.225 2.357 0.664
O -0.980 -1.149 3.538 -0.422
N -0.937 -0.088 1.480 -0.534
C -1.132 1.205 2.158 -0.368
C -0.475 2.221 1.244 0.793
O -0.058 3.282 1.546 -0.483
O -0.350 1.650 0.017 -0.658
H -2.153 -2.276 0.073 0.426
H -0.771 -2.952 -0.439 0.446
H 0.268 -2.806 1.630 0.264
H -1.383 -3.285 2.018 0.277
H -0.708 1.199 3.159 0.287
H -2.197 1.444 2.246 0.283
S 2.386 0.234 0.071 0.183
C 2.521 1.971 0.062 0.320
N 2.467 2.717 -1.021 -0.507
C 2.666 4.142 -0.722 -0.237
C 2.770 4.143 0.815 -0.240
N 2.748 2.707 1.130 -0.502
H 2.328 2.356 -1.951 0.452
H 1.832 4.735 -1.092 0.243
H 3.567 4.514 -1.208 0.243
H 1.917 4.627 1.285 0.252
H 3.671 4.620 1.194 0.248
H 2.812 2.350 2.070 0.450
F 0.131 -1.205 -1.809 -0.526
P -0.127 0.006 -3.618 2.683
F -1.549 0.189 -2.859 -0.543
F 1.366 -0.372 -3.790 -0.519
F -0.328 0.981 -4.763 -0.503
F 0.387 1.108 -2.488 -0.560
F -0.610 -1.344 -4.179 -0.509


2.
60
Properties=species:S:1:pos:R:3:nbo_charge:R:1 method="wB97M-V/def2-TZVPD" orbital_gap_ha="0.2482 / 0.2861" spin_multiplicity=8 homo_energy_ha="-0.2935 / -0.3342"
Cr 0.341 0.698 -2.760 1.475
V -1.501 -1.803 -1.710 1.433
K -2.210 1.397 0.774 0.960
O -0.672 0.012 -1.043 -1.187
H -0.217 -0.136 -0.211 0.433
O -0.771 -0.909 -3.539 -1.123
H -0.019 -1.506 -3.429 0.425
C 1.410 0.720 1.514 -0.447
N 2.644 0.713 2.363 -0.193
C 2.272 1.166 3.754 -0.412
C 3.209 -0.658 2.477 -0.435
C 3.727 1.617 1.819 -0.232
C 3.303 3.003 1.406 -0.091
O 2.717 3.701 2.491 -0.732
H 1.761 0.623 0.485 0.235
H 0.990 1.714 1.638 0.221
H 0.835 -0.149 1.825 0.279
H 3.128 1.198 4.414 0.230
H 1.527 0.439 4.086 0.227
H 1.743 2.106 3.664 0.249
H 4.153 -0.637 3.007 0.223
H 3.266 -1.107 1.483 0.272
H 2.464 -1.252 3.003 0.245
H 4.055 1.072 0.926 0.234
H 4.579 1.582 2.497 0.229
H 2.638 2.896 0.539 0.174
H 4.188 3.557 1.086 0.208
H 2.786 4.645 2.319 0.495
C -0.385 -3.096 2.411 0.693
F 0.675 -2.267 2.219 -0.365
F -0.124 -4.208 1.718 -0.311
F -0.465 -3.408 3.687 -0.300
S -1.930 -2.313 1.777 2.386
O -2.929 -3.184 2.291 -0.913
O -1.861 -0.957 2.293 -1.033
O -1.778 -2.338 0.328 -1.034
C -5.566 -1.953 -0.387 0.699
F -5.006 -2.286 0.776 -0.317
F -5.441 -2.957 -1.246 -0.317
F -6.871 -1.749 -0.161 -0.317
S -4.837 -0.410 -1.072 2.362
O -3.468 -0.795 -1.473 -1.060
O -5.725 -0.132 -2.158 -0.930
O -4.847 0.581 -0.010 -1.006
C -2.771 3.929 -3.945 0.706
F -2.057 4.976 -3.490 -0.331
F -4.025 4.281 -4.120 -0.291
F -2.232 3.579 -5.128 -0.322
S -2.662 2.462 -2.843 2.363
O -3.680 1.633 -3.394 -0.913
O -1.325 1.889 -3.103 -1.061
O -2.862 2.935 -1.487 -1.001
C 3.009 -2.798 -2.874 0.725
F 3.362 -3.974 -2.377 -0.293
F 4.097 -2.065 -3.107 -0.305
F 2.329 -2.963 -4.006 -0.299
S 1.929 -1.930 -1.669 2.361
O 2.555 -2.053 -0.383 -0.961
O 1.909 -0.539 -2.166 -1.033
O 0.634 -2.590 -1.780 -0.977


3.
20
Properties=species:S:1:pos:R:3:nbo_charge:R:1 method="wB97M-V/def2-TZVPD" charge=-1 orbital_gap_ha=0.2828 spin_multiplicity=1 homo_energy_ha=-0.1600
C 3.556 0.944 0.406 0.125
C 2.005 -2.680 0.314 0.856
C 4.403 1.539 -0.678 0.698
C 0.748 0.025 -1.828 -0.418
C -0.310 -0.935 -1.795 -0.412
C -0.111 -0.047 -0.614 -0.560
N 3.672 0.197 1.354 -0.075
N 3.224 -0.671 2.129 -0.615
N 1.712 -1.605 0.727 -0.803
O 4.441 0.822 -1.682 -0.729
O 2.452 -3.724 0.148 -0.548
O 4.999 2.533 -0.330 -0.689
P 0.370 -0.635 1.016 0.828
H 1.744 -0.231 -1.818 0.248
H 0.547 0.873 -2.452 0.206
H -1.181 -0.782 -2.479 0.204
H -0.039 -2.083 -1.694 0.203
H -0.873 0.808 -0.479 0.228
H 3.696 -0.664 3.051 0.319
H 1.115 0.400 1.138 -0.065


4.
10
Properties=species:S:1:pos:R:3:nbo_charge:R:1 method="wB97M-V/def2-TZVPD" orbital_gap_ha="0.2694 / 0.2693" spin_multiplicity=1 homo_energy_ha="-0.2776 / -0.2776"
C -1.000 -0.998 0.616 0.281
C 0.108 0.582 -0.967 -0.327
C 0.830 0.316 0.377 -0.072
N -1.265 0.276 -0.870 -0.474
O 0.216 -0.813 1.013 -0.487
I -2.309 -2.271 1.478 0.312
H 0.245 1.646 -1.196 0.215
H 0.586 -0.004 -1.774 0.153
H 1.890 0.104 0.256 0.204
H 0.698 1.161 1.068 0.192